C29H36N5O | ωB97M-V with the def2-TZVPD basis set

Geometry (Å):
C  -2.01  -4.48  -2.93
N  -2.08  -3.13  -2.43
C  -2.11  -2.05  -3.26
O  -2.02  -2.08  -4.49
C  -2.26  -0.80  -2.38
C  -3.61  -0.08  -2.54
C  -3.80  0.46  -3.94
C  -3.27  1.71  -4.28
C  -3.37  2.18  -5.59
C  -4.01  1.41  -6.57
C  -4.56  0.17  -6.22
C  -4.48  -0.29  -4.90
N  -2.05  -1.36  -1.04
C  -2.07  -0.55  0.04
C  -1.95  -1.00  1.34
C  -2.06  -0.27  2.52
C  -1.78  -0.86  3.80
C  -1.67  -0.08  4.98
C  -1.46  -0.65  6.23
C  -1.33  -2.06  6.38
N  -1.16  -2.65  7.64
C  -2.25  -3.13  8.46
C  0.13  -2.98  8.22
C  -1.38  -2.85  5.21
C  -1.58  -2.27  3.97
C  -1.97  -2.83  -1.01
C  -3.11  -3.52  -0.26
C  -0.63  -3.39  -0.48
H  -2.11  -4.46  -4.02
H  -1.06  -4.95  -2.67
H  -2.82  -5.08  -2.50
H  -1.44  -0.09  -2.64
H  -4.40  -0.80  -2.29
H  -3.63  0.74  -1.81
H  -2.76  2.29  -3.50
H  -2.95  3.15  -5.85
H  -4.08  1.77  -7.60
H  -5.05  -0.46  -6.97
H  -4.93  -1.25  -4.62
H  -2.19  0.52  -0.20
H  -1.75  -2.06  1.44
H  -2.36  0.78  2.50
H  -1.77  1.00  4.88
H  -1.38  -0.02  7.13
H  -3.21  -2.95  7.98
H  -2.12  -4.21  8.65
H  -2.22  -2.63  9.44
H  0.95  -2.68  7.57
H  0.22  -2.47  9.19
H  0.18  -4.06  8.42
H  -1.26  -3.94  5.29
H  -1.60  -2.94  3.10
H  -4.07  -3.28  -0.73
H  -2.96  -4.60  -0.30
H  -3.14  -3.21  0.79
H  0.20  -3.06  -1.12
H  -0.44  -3.07  0.54
H  -0.68  -4.48  -0.50
N  -3.48  2.66  2.60
C  -2.97  3.89  2.45
C  -3.76  5.02  2.23
C  -5.16  4.86  2.21
N  -5.98  5.92  1.95
C  -5.69  3.59  2.48
C  -4.81  2.53  2.68
H  -1.88  3.98  2.50
H  -3.30  5.99  2.06
H  -6.97  5.78  1.84
H  -5.59  6.80  1.66
H  -6.76  3.42  2.51
H  -5.18  1.53  2.92

Its total charge is +1. As for the energy relative to the best compared isomer or geometry (same formula, charge and spin): 0.5788 eV.

---

C30H78BN2O25S7 | ωB97M-V with the def2-TZVPD basis set

Geometry (Å):
C  2.99  1.02  -0.53
C  2.13  0.38  -1.61
O  1.98  -1.08  -1.43
B  0.94  -1.46  -0.69
O  0.68  -1.04  0.57
N  -0.04  -2.49  -1.34
C  0.63  -3.89  -1.47
N  0.08  -4.91  -0.66
C  -0.60  -1.96  -2.65
C  -1.94  -1.28  -2.42
C  -2.32  -0.42  -3.63
C  -3.60  0.35  -3.43
O  -3.71  1.50  -3.71
O  -4.64  -0.40  -2.98
C  -5.01  -0.29  -1.58
C  -6.52  -0.29  -1.45
H  3.22  0.30  0.25
H  2.45  1.84  -0.06
H  3.93  1.41  -0.90
H  2.54  0.48  -2.61
H  1.13  0.82  -1.61
H  -0.23  -1.01  0.89
H  -0.84  -2.63  -0.72
H  0.53  -4.15  -2.51
H  1.68  -3.77  -1.20
H  0.17  -4.75  0.34
H  -0.89  -5.12  -0.87
H  -0.70  -2.81  -3.33
H  0.13  -1.27  -3.06
H  -2.71  -2.03  -2.23
H  -1.88  -0.64  -1.52
H  -1.54  0.32  -3.84
H  -2.42  -1.05  -4.51
H  -4.58  0.64  -1.18
H  -4.56  -1.13  -1.05
H  -7.00  -0.64  -2.37
H  -6.91  0.70  -1.20
H  -6.82  -0.95  -0.63
O  -1.00  -4.54  -4.63
S  0.03  -4.75  -5.63
O  0.56  -3.60  -6.28
O  -0.44  -5.83  -6.65
C  -1.70  -5.62  -7.37
C  -1.59  -4.58  -8.46
C  1.34  -5.68  -4.92
H  -2.47  -5.38  -6.64
H  -1.92  -6.60  -7.78
H  -1.41  -3.58  -8.06
H  -2.53  -4.56  -9.02
H  -0.78  -4.82  -9.14
H  0.93  -6.56  -4.42
H  1.85  -5.03  -4.21
H  2.02  -5.97  -5.72
O  -7.81  2.97  -0.79
S  -6.86  4.01  -1.07
O  -6.35  4.77  0.03
O  -7.46  4.97  -2.17
C  -8.78  5.52  -1.95
C  -8.80  6.62  -0.91
C  -5.53  3.36  -2.01
H  -9.46  4.70  -1.68
H  -9.07  5.89  -2.93
H  -8.55  6.25  0.08
H  -9.79  7.06  -0.88
H  -8.08  7.40  -1.17
H  -5.91  2.79  -2.85
H  -4.96  2.72  -1.34
H  -4.90  4.18  -2.35
O  4.58  2.56  1.46
S  5.03  2.71  2.82
O  4.73  3.93  3.50
O  6.57  2.41  2.88
C  7.45  3.14  1.97
C  7.67  4.58  2.38
C  4.48  1.35  3.78
H  7.05  3.06  0.96
H  8.38  2.58  2.01
H  6.75  5.16  2.31
H  8.42  5.01  1.72
H  8.02  4.64  3.41
H  4.72  0.43  3.26
H  3.40  1.46  3.90
H  4.97  1.39  4.75
O  -10.89  -3.74  -0.29
S  -10.13  -2.59  0.07
O  -8.76  -2.75  0.46
O  -10.91  -1.78  1.19
C  -11.35  -2.51  2.37
C  -10.22  -2.82  3.32
C  -10.23  -1.38  -1.20
H  -11.87  -3.40  2.04
H  -12.07  -1.83  2.82
H  -9.51  -3.53  2.89
H  -10.64  -3.26  4.22
H  -9.68  -1.92  3.59
H  -11.27  -1.24  -1.48
H  -9.66  -1.77  -2.04
H  -9.79  -0.45  -0.84
O  -0.57  0.32  3.23
S  -0.38  1.54  3.98
O  0.73  1.63  4.87
O  -1.73  1.87  4.73
C  -2.31  0.84  5.58
C  -1.57  0.67  6.89
C  -0.37  2.92  2.90
H  -2.37  -0.08  5.01
H  -3.33  1.20  5.74
H  -0.57  0.27  6.73
H  -2.13  -0.03  7.51
H  -1.49  1.62  7.41
H  -1.22  2.86  2.23
H  0.57  2.88  2.35
H  -0.41  3.83  3.50
O  3.42  -2.49  5.05
S  4.53  -3.09  4.37
O  5.37  -2.26  3.56
O  4.00  -4.30  3.48
C  2.87  -4.03  2.62
C  3.23  -3.17  1.43
C  5.52  -4.02  5.48
H  2.07  -3.58  3.22
H  2.55  -5.02  2.32
H  3.49  -2.15  1.72
H  2.37  -3.11  0.76
H  4.07  -3.59  0.88
H  4.87  -4.67  6.06
H  6.03  -3.30  6.11
H  6.24  -4.60  4.90
O  10.71  4.09  1.28
S  11.82  4.95  0.98
O  11.56  6.18  0.30
O  12.92  4.12  0.22
C  12.51  3.37  -0.96
C  12.28  4.26  -2.16
C  12.75  5.27  2.44
H  11.63  2.79  -0.70
H  13.34  2.69  -1.13
H  11.43  4.92  -2.02
H  12.09  3.63  -3.03
H  13.16  4.87  -2.37
H  12.95  4.33  2.95
H  12.13  5.92  3.06
H  13.67  5.78  2.16

Its total charge is +1.

---

| no. | lowest unoccupied orbital energy (eV) |
| --- | --- |
| 1 | -4.42 |
| 2 | -2.48 |